Entry from the OMol25 dataset: a cluster of 2 separate species, C9H11O3 in total (the ωB97M-V functional and the def2-TZVPD basis).

```
23
Properties=species:S:1:pos:R:3:forces:R:3
C -2.58564 2.68289 -1.73263 0.0994 0.8346 0.8469
C -0.29294 0.28087 0.13357 2.2308 -1.0337 1.4351
C 0.34789 1.17279 1.02917 -1.7589 -1.0475 0.1040
C -1.12696 0.72469 -0.81708 -0.8578 1.0610 -1.5325
C -1.40765 2.09858 -0.97055 -0.0387 0.4651 1.3657
C -0.00450 2.50891 1.02652 1.0471 -1.3137 -1.0820
C -0.78969 2.93957 -0.05335 -0.0815 1.0315 0.9644
O 1.02653 0.55833 2.03085 2.1487 1.7347 1.4422
H -0.01851 -0.79055 0.23131 -0.3239 0.8218 -0.1422
H -1.53118 0.00880 -1.50675 -0.4244 -0.2321 -0.1941
H 0.48194 3.05442 1.81852 -0.3434 0.9833 -0.1194
H 1.63544 1.21857 2.53267 -1.6684 -1.6703 -1.4051
H -3.32224 1.87797 -1.82226 -0.1601 0.4922 -0.2948
H -2.30718 3.11542 -2.69442 -0.1197 -0.3115 -0.2011
H -1.02463 4.00736 -0.04468 -0.1231 -0.2392 -0.2491
H -3.00111 3.57073 -1.12003 0.3788 -1.5879 -0.9421
C 1.34939 -4.27158 0.39501 -0.0587 -0.8474 1.5554
C 2.78566 -3.90953 0.08944 1.9358 -1.0754 -3.2249
O 3.08072 -3.85216 -1.15321 -0.8078 0.3825 0.5298
O 3.64321 -3.84119 0.98339 -0.5259 0.3587 1.3207
H 1.43243 -4.85916 1.31786 -0.3674 0.3860 0.2938
H 0.79931 -4.94991 -0.26796 0.4047 0.6741 -0.5539
H 0.82971 -3.34583 0.59461 -0.5858 0.1333 0.0831
```
Positions in Å, forces in eV/Å.

Properties
* E_HOMO: -3.310 eV
* F_max: 3.91 eV/Å
* orbital gap: 6.02 eV
* charge: -1
* energy: -575.2840 a.u.
* relative energy (zero: lowest compared OMol25 entry of this formula, charge and spin): 195.5 kJ/mol